{"formula": "C3H10NOS2", "method": "wB97M-V/def2-TZVPD", "symbols": ["C", "C", "C", "N", "O", "S", "S", "H", "H", "H", "H", "H", "H", "H", "H", "H", "H"], "positions_angstrom": [[-1.49776, 0.62735, 0.70162], [1.13708, -0.34531, 0.41886], [0.33684, 0.75454, -0.27484], [0.51395, -1.68214, 0.05877], [0.08296, 0.45565, -1.61530], [3.02306, -0.42526, 0.27424], [1.06975, 2.30748, 0.11939], [-1.23971, -0.01732, 1.53550], [-2.07739, 0.21708, -0.11143], [-1.77323, 1.57144, 0.86975], [1.05987, -0.28835, 1.45005], [1.33028, -2.27757, -0.22061], [0.08189, -2.00753, 0.92647], [-0.21698, -1.62036, -0.63489], [-0.67166, 0.88487, -2.11446], [3.06964, -0.14900, -1.12972], [1.96954, 2.19869, -0.78996]], "e_homo_ev": -13.028, "charge": 1, "e_tot_ha": -1046.32522, "relative_energy_kcal_mol": 63.21, "e_lumo_ev": -3.54, "homo_lumo_gap_ev": 9.48}

---

{"formula": "C3H10NS", "method": "wB97M-V/def2-TZVPD", "symbols": ["C", "N", "H", "H", "H", "H", "C", "C", "S", "H", "H", "H", "H", "H", "H"], "positions_angstrom": [[-1.46685, 0.01100, 2.63980], [-1.01139, 0.53672, 1.43681], [-2.10097, 0.71521, 3.14189], [-1.14380, -1.00037, 2.81469], [-0.17575, 0.37900, 0.91271], [-1.65404, 1.16710, 0.98702], [0.72778, -1.09138, -1.49681], [0.44607, 0.36113, -1.67364], [1.28927, 1.47017, -0.37920], [0.30178, -1.63929, -2.34128], [1.74530, -1.49846, -1.61156], [0.54992, -1.48848, -0.49661], [-0.55211, 0.62037, -1.34284], [0.79547, 0.85035, -2.57139], [2.24933, 0.60694, -0.01958]], "spin_multiplicity": 2, "e_homo_ev": [-6.131, -9.237], "e_tot_ha": -573.12993, "s2": 0.753, "relative_energy_kcal_mol": 33.49, "e_lumo_ev": [0.89, 0.89], "homo_lumo_gap_ev": [7.02, 10.12]}

---

{"formula": "C3H10NS", "method": "wB97M-V/def2-TZVPD", "symbols": ["N", "C", "C", "C", "S", "H", "H", "H", "H", "H", "H", "H", "H", "H", "H"], "positions_angstrom": [[1.97398, 0.33407, -0.04590], [1.01078, 0.07358, 1.08962], [-0.25384, 0.90526, 0.93556], [-1.43331, 0.09993, 0.33216], [-0.81579, -0.74853, -1.14778], [2.55589, 1.15549, 0.11329], [2.57862, -0.46886, -0.23701], [1.45521, 0.39355, -0.93836], [1.56100, 0.29059, 2.00347], [0.78946, -0.98938, 1.07290], [-0.09245, 1.74383, 0.25810], [-0.56097, 1.31593, 1.89300], [-2.23211, 0.79863, 0.09131], [-1.76310, -0.62374, 1.08716], [-1.98487, -1.05842, -1.71765]], "e_homo_ev": -13.273, "charge": 1, "e_tot_ha": -572.98946, "relative_energy_kcal_mol": 6.09, "e_lumo_ev": -3.58, "homo_lumo_gap_ev": 9.69, "smiles": "[NH3+]CCCS"}